(1)
{"formula": "C3H6N2O", "method": "wB97M-V/def2-TZVPD", "species": ["C", "C", "C", "H", "H", "H", "H", "H", "H", "N", "N", "O"], "positions_angstrom": [[0.76054, -0.90030, 0.17074], [2.08371, -0.71230, -0.10440], [-1.40613, 0.25460, -0.00747], [1.03466, 1.74788, 0.89485], [1.04734, 1.64333, -0.85648], [0.17672, -1.78631, 0.32126], [2.36518, 0.32656, -0.14757], [2.77878, -1.57599, -0.22290], [-1.83552, 1.25140, 0.04229], [0.51918, 1.49041, -0.00077], [-0.06346, 0.26932, 0.04078], [-2.17323, -0.72213, -0.08308]], "nbo_charge": [-0.02, -0.47, 0.52, 0.37, 0.36, 0.24, 0.20, 0.23, 0.13, -0.65, -0.30, -0.61], "total_charge": 0, "homo_ev": -9.2, "smiles": "C=CN(N)C=O", "homo_lumo_gap_ev": 9.93, "lumo_energy_ev": 0.77, "spin_multiplicity": 1, "e_above_lowest_kcal_mol": 59.7}

***

(2)
{"formula": "C3H6N2O", "method": "wB97M-V/def2-TZVPD", "species": ["N", "C", "C", "O", "C", "N", "H", "H", "H", "H", "H", "H"], "positions_angstrom": [[0.41801, 0.81144, -0.60190], [1.43604, -0.18952, -0.40086], [0.34460, -0.08844, 0.58912], [-2.09976, 0.74549, -0.06450], [-0.51345, -1.26906, 0.72564], [-0.98061, -2.30162, 0.97247], [-1.30854, 0.95701, -0.59383], [0.75859, 1.73520, -0.32515], [1.33565, -0.99306, -1.12152], [2.42944, 0.11051, -0.10471], [0.46029, 0.39451, 1.55358], [-2.39030, -0.08517, -0.45819]], "nbo_charge": [-0.60, -0.22, -0.18, -0.96, 0.27, -0.31, 0.48, 0.38, 0.22, 0.21, 0.25, 0.47], "total_charge": 0, "homo_ev": -10.8, "smiles": "N#C[C@H]1CN1.O", "homo_lumo_gap_ev": 11.36, "lumo_energy_ev": 0.57, "spin_multiplicity": 1, "e_above_lowest_kcal_mol": 64.8}

***

(3)
{"formula": "C3H6N2O", "method": "wB97M-V/def2-TZVPD", "species": ["C", "N", "C", "N", "C", "O", "H", "H", "H", "H", "H", "H"], "positions_angstrom": [[-1.79108, -0.36519, -0.70344], [-1.27467, 0.66828, 0.20442], [0.02883, 0.78587, 0.47489], [0.92918, -0.11882, -0.01970], [2.29141, 0.00418, 0.22216], [3.10536, -0.78484, -0.18975], [-2.82598, -0.11752, -0.94474], [-1.21530, -0.44030, -1.63701], [-1.77697, -1.34102, -0.19996], [-0.67383, 1.76164, 0.07472], [0.66508, -0.95443, -0.53649], [2.52933, 0.89638, 0.82373]], "nbo_charge": [-0.48, -0.54, 0.10, -0.67, 0.56, -0.56, 0.22, 0.19, 0.21, 0.43, 0.40, 0.13], "total_charge": 0, "homo_ev": -9.2, "homo_lumo_gap_ev": 10.00, "lumo_energy_ev": 0.78, "spin_multiplicity": 1, "e_above_lowest_kcal_mol": 93.2}

***

(4)
{"formula": "C3H6N2O", "method": "wB97M-V/def2-TZVPD", "species": ["N", "C", "C", "O", "C", "N", "H", "H", "H", "H", "H", "H"], "positions_angstrom": [[1.82682, 0.09086, 0.97104], [1.09296, 0.29901, -0.08364], [-0.93991, -0.85918, -1.40319], [-1.29648, 0.15249, -0.46406], [-0.30898, 0.61315, 0.33583], [-0.53310, 1.35948, 1.34400], [2.82060, -0.07195, 0.87192], [1.46420, 0.19815, 1.92219], [-0.06302, -0.54786, -1.97827], [-1.80466, -0.99370, -2.05037], [-0.72775, -1.80709, -0.89416], [-1.53067, 1.56664, 1.42870]], "nbo_charge": [-0.70, 0.03, -0.27, -0.51, 0.44, -0.71, 0.39, 0.39, 0.21, 0.20, 0.17, 0.35], "total_charge": 0, "homo_ev": -8.7, "homo_lumo_gap_ev": 9.43, "lumo_energy_ev": 0.69, "spin_multiplicity": 1, "e_above_lowest_kcal_mol": 71.8}

***

(5)
{"formula": "C3H6N2O2", "method": "wB97M-V/def2-TZVPD", "species": ["C", "C", "C", "N", "N", "O", "O", "H", "H", "H", "H", "H", "H"], "positions_angstrom": [[-3.17989, -3.12210, 0.36790], [4.40305, -1.95207, -0.05817], [4.07795, -1.14644, -1.25693], [4.45021, -0.50263, 0.14099], [-3.73569, 2.86643, -1.14150], [-3.56872, -2.16764, -0.13558], [-2.88815, -4.05526, 0.95796], [3.66893, -2.41406, 0.57281], [5.19677, -2.60459, -0.17393], [3.94948, -0.89158, -2.25590], [-3.67158, 2.58632, -2.12873], [-3.18950, 2.23549, -0.57618], [-3.52500, 3.85699, -0.88610]], "nbo_charge": [1.02, -0.30, 0.02, -0.28, -1.10, -0.51, -0.51, 0.16, 0.17, 0.22, 0.37, 0.36, 0.37], "total_charge": 0, "homo_ev": [-9.7, -9.3], "smiles": "C1=NC1.O=C=O.N", "homo_lumo_gap_ev": [9.55, 9.16], "lumo_energy_ev": [-0.15, -0.16], "spin_multiplicity": 1, "e_above_lowest_kcal_mol": 130.5}

***

(6)
{"formula": "C3H6N2O2", "method": "wB97M-V/def2-TZVPD", "species": ["N", "C", "O", "C", "O", "C", "N", "H", "H", "H", "H", "H", "H"], "positions_angstrom": [[1.69430, 0.52838, 0.02063], [0.89633, 0.34472, 1.09544], [1.14945, 0.84157, 2.17690], [-0.40618, -0.49146, 1.04450], [-0.63932, -1.49324, 0.03606], [-1.16062, -1.22768, -1.12766], [-1.01399, 0.16014, -1.51748], [2.48910, 1.15809, 0.06600], [1.42635, 0.16585, -0.87036], [-1.25819, 0.19893, 1.04593], [-0.40910, -1.06449, 1.97228], [-1.10378, -0.08203, -2.48811], [-1.66436, 0.96123, -1.45415]], "nbo_charge": [-0.81, 0.65, -0.61, -0.20, -0.48, 0.36, -0.97, 0.41, 0.41, 0.21, 0.24, 0.40, 0.41], "total_charge": 0, "homo_ev": -8.9, "homo_lumo_gap_ev": 9.63, "lumo_energy_ev": 0.72, "spin_multiplicity": 1, "e_above_lowest_kcal_mol": 89.5}

***

(7)
{"formula": "C3H6N2O2", "method": "wB97M-V/def2-TZVPD", "species": ["N", "C", "O", "C", "O", "C", "N", "H", "H", "H", "H", "H", "H"], "positions_angstrom": [[0.77482, 0.95905, 2.24105], [0.73205, -0.03820, 1.31326], [1.34261, -1.08150, 1.41266], [-0.08753, 0.32462, 0.08319], [-0.75122, -0.84469, -0.35891], [-0.84748, -1.01387, -1.68450], [-0.42005, -0.17655, -2.52969], [1.29251, 0.79757, 3.09097], [0.15325, 1.74955, 2.19532], [0.58136, 0.70020, -0.69746], [-0.83337, 1.10099, 0.29398], [-1.34978, -1.96403, -1.88696], [-0.58718, -0.51314, -3.47291]], "nbo_charge": [-0.82, 0.65, -0.59, -0.18, -0.48, 0.42, -0.73, 0.41, 0.39, 0.24, 0.18, 0.16, 0.36], "total_charge": 0, "homo_ev": -10.0, "smiles": "[H]/N=C/OCC(N)=O", "homo_lumo_gap_ev": 10.86, "lumo_energy_ev": 0.84, "spin_multiplicity": 1, "e_above_lowest_kcal_mol": 32.5}

***

(8)
{"formula": "C3H6N2O2", "method": "wB97M-V/def2-TZVPD", "species": ["C", "N", "C", "C", "O", "N", "O", "H", "H", "H", "H", "H", "H"], "positions_angstrom": [[-0.07547, 1.69408, 0.53707], [0.76165, -1.72959, 0.35006], [-0.92321, 0.50837, 0.24616], [-0.22701, -1.44241, -0.44547], [1.17542, 0.09546, -1.37110], [-0.14040, -0.31187, -1.18433], [-2.03903, 0.26480, 0.55604], [1.69881, -0.56901, -0.87496], [0.60912, -2.58280, 0.87484], [-1.22660, -1.88366, -0.44705], [0.50308, 1.99366, -0.33837], [0.63677, 1.44393, 1.32106], [-0.75311, 2.51903, 0.77606]], "nbo_charge": [-0.76, -0.78, 0.75, 0.22, -0.57, -0.21, -0.49, 0.49, 0.36, 0.20, 0.27, 0.26, 0.25], "total_charge": 0, "homo_ev": -8.9, "smiles": "[H]/N=C/N(O)C(C)=O", "homo_lumo_gap_ev": 9.56, "lumo_energy_ev": 0.62, "spin_multiplicity": 1, "e_above_lowest_kcal_mol": 108.8}

***

(9)
{"formula": "C3H6N2O2", "method": "wB97M-V/def2-TZVPD", "species": ["C", "C", "C", "N", "N", "O", "O", "H", "H", "H", "H", "H", "H"], "positions_angstrom": [[-1.53764, -0.22086, 0.04316], [0.76909, -1.62718, -0.28665], [-0.98739, 1.04067, 0.60269], [-2.78687, -0.88113, 0.44886], [-2.67344, -0.44327, -0.71157], [1.53388, -0.79038, 0.41636], [-0.14142, 1.69241, -0.31995], [0.68093, -1.53625, -1.35566], [0.51138, -2.54245, 0.21126], [-0.35572, 0.80884, 1.46652], [-1.80131, 1.70941, 0.94315], [1.62523, 0.06842, -0.02615], [-0.65001, 1.91123, -1.11061]], "nbo_charge": [0.08, -0.03, -0.15, -0.08, -0.11, -0.68, -0.72, 0.16, 0.17, 0.21, 0.17, 0.50, 0.47], "total_charge": 0, "homo_ev": [-7.4, -8.1], "homo_lumo_gap_ev": [7.72, 8.46], "lumo_energy_ev": [0.30, 0.36], "spin_multiplicity": 1, "e_above_lowest_kcal_mol": 176.8}

***

(10)
{"formula": "C3H6N2O2", "method": "wB97M-V/def2-TZVPD", "species": ["N", "C", "O", "C", "O", "C", "N", "H", "H", "H", "H", "H", "H"], "positions_angstrom": [[-0.46677, 0.06656, -1.85074], [0.93658, -0.07534, 0.09968], [1.95769, 0.04823, -0.51972], [0.18902, 0.98676, 0.90517], [-0.36814, 0.20726, 1.97693], [-0.29230, -1.06430, 1.53973], [0.32922, -1.33231, 0.45881], [0.31740, -0.06241, -2.48264], [-1.14817, 0.67904, -2.27687], [-0.64410, 1.40608, 0.33702], [0.83893, 1.77160, 1.28669], [-0.77604, -1.78767, 2.19034], [-0.87333, -0.84350, -1.66440]], "nbo_charge": [-1.08, 0.68, -0.55, -0.20, -0.47, 0.42, -0.56, 0.38, 0.37, 0.22, 0.22, 0.19, 0.38], "total_charge": 0, "homo_ev": -9.9, "smiles": "O=C1COC=N1.N", "homo_lumo_gap_ev": 10.57, "lumo_energy_ev": 0.72, "spin_multiplicity": 1, "e_above_lowest_kcal_mol": 45.5}

***

(11)
{"formula": "C3H6N2O2", "method": "wB97M-V/def2-TZVPD", "species": ["C", "C", "C", "H", "H", "H", "H", "H", "H", "N", "N", "O", "O"], "positions_angstrom": [[-0.69968, 1.59657, 0.15179], [-0.86490, -1.51760, -0.01987], [1.44539, -0.93164, 0.03425], [-0.75425, 2.59196, -0.35223], [-0.01346, 1.78438, 1.13875], [-1.57602, 1.43120, 0.76174], [0.90448, 0.97191, -0.96394], [-0.51596, -2.74207, -0.03757], [1.46884, -1.92004, 0.70133], [-0.14202, 0.55903, -0.78107], [0.24053, -0.47320, 0.00388], [-1.97364, -1.09317, -0.34588], [2.48070, -0.25733, -0.29119]], "nbo_charge": [-0.44, 0.52, 0.51, 0.22, 0.17, 0.22, 0.40, 0.17, 0.13, -0.43, -0.34, -0.50, -0.62], "total_charge": 0, "homo_ev": -9.8, "smiles": "CNN(C=O)C=O", "homo_lumo_gap_ev": 10.11, "lumo_energy_ev": 0.28, "spin_multiplicity": 1, "e_above_lowest_kcal_mol": 109.7}

***

(12)
{"formula": "C3H6N2O2", "method": "wB97M-V/def2-TZVPD", "species": ["C", "C", "C", "N", "N", "O", "O", "H", "H", "H", "H", "H", "H"], "positions_angstrom": [[-0.04438, 1.26526, 0.10860], [-0.33421, -0.13449, -0.36515], [-1.52357, -0.89479, 0.23204], [0.73391, 0.15738, 0.63276], [2.19992, -0.07615, -0.03244], [2.87511, 0.91549, -0.02675], [2.36051, -1.22931, -0.31903], [0.22896, 2.00599, -0.63162], [-0.74597, 1.51319, 0.85311], [-0.14571, -0.44514, -1.43723], [-2.32865, -0.05321, 0.58087], [-1.32582, -1.53694, 1.05839], [-1.95009, -1.48729, -0.65355]], "nbo_charge": [-0.28, -0.11, -0.62, -0.28, 0.64, -0.34, -0.33, 0.23, 0.21, 0.23, 0.20, 0.23, 0.22], "total_charge": 0, "homo_ev": -10.4, "smiles": "C[C@H]1CN1[N+](=O)[O-]", "homo_lumo_gap_ev": 10.86, "lumo_energy_ev": 0.49, "spin_multiplicity": 1, "e_above_lowest_kcal_mol": 157.4}

***

| no. | electronic energy (eV) |
| --- | --- |
| 1 | -8234.1114 |
| 2 | -8233.8890 |
| 3 | -8232.6573 |
| 4 | -8233.5856 |
| 5 | -10279.1398 |
| 6 | -10280.9166 |
| 7 | -10283.3882 |
| 8 | -10280.0790 |
| 9 | -10277.1300 |
| 10 | -10282.8234 |
| 11 | -10280.0422 |
| 12 | -10277.9710 |